The following is a DFT calculation (ωB97M-V/def2-TZVPD) of 17 unconnected molecules or ions with the total composition C22H78O17.

XYZ file:
```
117
Properties=species:S:1:pos:R:3:forces:R:3:mulliken_charge:R:1
H 3.04987 -0.71812 2.28120 -0.013 -0.092 0.037 -0.165
C -4.40427 3.11184 -2.51213 0.369 0.340 -0.487 -0.730
H 3.64955 -1.35798 0.76402 -0.120 -0.224 0.069 0.133
H 0.22557 6.56898 2.60076 -0.003 -0.012 0.069 0.408
H -2.54664 0.70680 -4.21178 0.225 -0.197 0.333 0.070
H 4.23699 1.91280 -0.89520 -0.067 0.287 -0.068 0.351
O -1.88455 0.09084 -5.95810 0.252 -0.386 -0.418 -0.561
H 0.75275 2.29700 3.40043 0.009 -0.073 0.074 0.208
H 1.06599 -5.09020 -2.80986 0.096 0.323 -0.075 0.333
H 2.55740 2.36935 0.68752 -0.121 0.300 0.271 0.287
H 0.45048 -0.34421 2.99759 0.104 0.029 0.052 0.007
H 0.68345 -0.71311 5.31767 -0.305 0.096 -0.233 0.353
H -2.44513 1.86443 3.26748 0.019 -0.195 -0.110 0.375
H -1.48170 6.53237 2.17958 -0.089 -0.076 0.168 0.313
H -1.33228 -3.30959 2.67813 -0.062 0.018 0.034 0.314
H 3.78731 -3.17720 2.30909 -0.006 0.002 0.044 0.155
H 0.48050 -3.22958 5.13452 -0.096 0.138 -0.034 0.319
C 0.07735 -4.73445 -2.53185 -0.854 -0.235 0.484 -0.541
H -5.28910 2.49233 -2.65600 0.076 -0.101 -0.023 0.310
C -3.76551 -2.69075 -3.01841 -0.656 -1.210 -0.727 -1.432
H -0.95467 0.55638 -1.33850 -0.166 -0.368 0.060 -0.291
C -4.27030 -0.96135 1.77341 0.235 -0.045 0.449 -0.545
O -4.27160 2.52155 2.53997 -0.100 -0.044 -0.226 -0.536
H 3.75123 3.63282 1.28339 -0.484 0.017 0.077 0.404
H -0.83453 -3.03516 -2.29795 -0.063 -0.072 0.275 0.148
H 1.57782 0.11073 -0.99168 -0.108 -0.143 -0.345 -0.431
H 3.71074 0.67861 -2.69306 -0.026 -0.238 -0.110 0.179
O 0.69964 1.54978 2.79719 -0.117 0.151 0.010 -0.524
H -1.12089 0.08973 -6.54162 0.081 0.012 0.123 0.286
H 4.62777 -2.25313 3.55500 -0.201 0.235 0.026 0.354
H -2.81651 -2.43354 -0.37841 -0.099 -0.305 -0.194 -0.308
H -1.15388 0.12908 0.39157 -0.033 -0.196 -0.139 -0.463
C -1.37608 -5.09194 1.48481 0.079 -0.608 -0.048 -1.317
H -1.28752 1.70894 -4.77491 0.221 -0.080 -0.210 0.307
H 1.21311 -0.61123 0.52037 -0.220 0.052 0.113 -0.616
H -2.70596 1.66304 1.52589 -0.095 0.099 -0.078 -0.344
C 5.43141 -0.14974 -2.20286 0.628 0.702 -0.265 -0.333
H 2.61992 -2.01065 -2.76814 -0.032 0.031 0.070 0.261
H -3.19291 -0.96475 1.96087 0.068 -0.266 -0.325 -0.071
H -2.15870 -1.26056 -2.83712 0.006 -0.172 -0.148 -0.089
H -3.34405 4.10754 -3.80783 0.044 -0.014 -0.101 0.297
H 0.31932 2.18280 -0.80268 -0.003 0.101 0.155 -0.360
H 5.83413 0.38602 -3.06732 -0.019 -0.017 -0.058 0.374
H -2.43335 -5.11972 1.21423 0.034 0.359 -0.203 0.173
H 6.02370 -0.49542 -0.16594 0.048 0.149 0.111 0.030
C -2.91916 -1.75421 -2.23306 -0.043 0.796 0.997 0.449
H 4.08457 1.93030 1.44332 0.176 -0.097 -0.234 0.169
C -0.44572 0.44079 -0.37660 0.659 0.550 -0.119 0.551
C -2.87794 2.32461 2.37101 0.338 0.054 0.717 -0.024
H -1.12115 -2.99055 0.95681 -0.430 -0.221 -0.114 -0.609
O -0.12750 -3.37256 -2.86303 0.366 0.242 -0.389 -0.548
C -0.24011 5.17840 1.05459 0.340 0.432 0.077 0.920
C -4.85027 -2.36763 1.72666 -0.096 0.758 0.262 -0.456
H 1.98729 -2.74224 5.91091 0.054 -0.002 -0.035 0.391
H -0.07785 -4.86007 -1.45654 0.286 -0.153 -0.006 0.040
H 6.63516 1.07029 -0.82502 -0.309 0.064 0.048 0.298
H -0.75606 5.20779 3.16559 -0.199 0.037 0.022 0.297
H -1.05942 4.55954 0.67872 -0.109 -0.077 0.119 -0.173
H 3.00927 4.39037 -0.91933 0.034 -0.128 -0.156 0.330
H 6.42628 -2.18160 2.17916 -0.104 0.127 0.096 0.326
C -0.60305 5.90878 2.34371 0.172 -0.063 -0.483 -1.391
C 4.47830 -2.35104 2.47597 0.627 0.331 -0.279 -0.600
C 3.60185 2.66915 0.79684 0.288 -0.013 -0.145 -0.563
H 0.77640 -2.77304 2.24839 -0.255 -0.170 -0.064 0.158
C -0.87361 -3.69105 1.75931 0.280 0.537 0.135 1.147
H -4.48064 -0.44818 0.83517 0.031 0.079 0.020 0.137
O -3.76636 3.24504 -3.79669 -0.138 -0.099 0.107 -0.509
H -4.40089 3.09924 3.29630 -0.035 0.020 -0.014 0.293
H -0.67362 -5.35882 -3.02819 0.127 -0.044 -0.109 0.229
H 2.21772 -0.79298 4.47682 -0.027 0.135 -0.205 0.280
O -2.23251 -2.40043 -1.15303 0.338 0.179 -0.427 0.317
O 0.98321 2.68571 -2.46983 -0.133 -0.089 -0.409 -0.601
H 0.84456 5.75242 -0.44803 0.116 0.229 0.106 0.454
H -4.37422 -3.35026 -2.39340 0.147 0.200 0.344 0.276
O 2.25279 4.90506 -1.23873 -0.231 0.111 -0.082 -0.734
H -4.63852 -2.92719 2.64185 0.115 0.003 -0.022 0.329
H -0.80860 -5.58159 0.69090 -0.024 0.185 -0.120 0.268
O 0.54618 -3.64513 1.88132 0.061 -0.515 0.074 -0.571
H -4.74846 4.11052 -2.23337 -0.082 -0.127 0.403 0.398
H -3.16672 -3.36738 -3.63431 0.096 0.141 -0.023 0.279
H -3.96590 2.19045 -0.60249 0.004 0.437 0.160 0.183
H 0.58453 3.15839 -3.21153 -0.116 -0.093 0.037 0.249
H 0.62261 -1.40977 -0.91720 -0.084 0.116 -0.147 0.016
O 4.20155 2.80321 -0.49276 0.090 -0.317 0.271 -0.643
C 3.94389 -1.11028 1.78821 -0.830 0.313 -0.458 0.090
H -3.05564 1.55808 -1.89836 0.152 0.158 -0.277 -0.369
C -3.44426 2.50366 -1.51179 -0.373 -0.600 0.224 0.390
H 4.60465 -0.25670 1.62499 0.491 -0.241 0.634 0.266
O 5.71167 -2.74709 1.87720 0.097 -0.459 -0.187 -0.580
H 1.96239 -3.25328 4.20418 0.099 -0.033 0.070 0.206
H -4.65231 -0.36159 2.60109 -0.401 -0.093 -0.131 0.484
H -1.31847 -5.77539 2.33631 0.318 0.317 0.223 0.418
H -5.93730 -2.29528 1.62030 -0.003 -0.106 -0.036 0.340
H 1.71659 4.26195 -1.72558 0.454 -0.050 0.162 0.399
O 4.14810 0.40661 -1.88169 0.131 -0.226 0.238 -0.412
H -0.84133 0.12819 -4.09225 -0.016 -0.319 -0.232 -0.008
O 2.03519 -1.63413 -3.43195 0.008 0.238 -0.155 -0.606
H -4.49558 -2.21293 -3.67488 0.286 0.340 -0.062 0.413
O -4.28119 -3.00086 0.59126 -0.011 -0.226 -0.091 -0.383
H 1.20305 -2.12925 -3.32751 0.092 -0.164 0.054 0.434
C 6.39958 0.03002 -1.04330 -0.046 -0.494 -0.281 -0.901
C -1.57745 0.65050 -4.71131 -0.711 1.005 0.382 -0.082
C 0.78526 -0.42820 -0.46927 0.237 -0.613 0.371 1.042
C 1.22671 -1.25632 4.53856 0.456 -0.770 0.488 -0.228
H 0.38836 1.92318 1.95607 0.081 -0.160 -0.317 -0.017
H -3.52866 -0.94563 -1.81236 -0.056 0.001 -0.043 0.201
O 0.01767 1.74210 0.00418 -0.461 0.494 0.468 1.160
H 0.61707 4.52394 1.24999 -0.021 -0.132 -0.042 -0.135
H -4.61166 -3.90123 0.51898 0.048 -0.002 -0.037 0.191
C 1.42395 -2.70607 4.97764 -0.051 0.195 -0.087 -1.186
H 1.29170 1.85212 -2.84667 0.034 -0.028 0.046 0.168
H 5.37850 -1.19967 -2.49469 -0.347 -0.091 0.189 0.322
O 0.57329 -1.26535 3.28191 -0.142 0.418 0.116 -0.078
O 0.12254 6.14411 0.07262 -0.164 -0.289 0.079 -0.613
H -2.60997 3.16086 -1.26943 -0.022 0.018 0.064 -0.013
H 7.33981 -0.44602 -1.33018 0.001 -0.059 0.055 0.432
H -2.33602 3.26428 2.23421 -0.089 0.031 -0.318 0.197
```
Forces are in eV/Å.

Properties
2S+1 = 1
Electronic energy = -58884.13168 eV
Energy relative to the best compared isomer or geometry (same formula, charge and spin) = 0.0 kcal/mol
E_LUMO = 0.06 eV
Molar mass = 614.85 g/mol
Highest occupied orbital energy = -9.5 eV
Frontier orbital gap = 9.5 eV


The following is a DFT calculation (ωB97M-V/def2-TZVPD) of 4 unconnected molecules or ions with the total composition H8O4.

XYZ file:
```
12
Properties=species:S:1:pos:R:3:forces:R:3:mulliken_charge:R:1
H -0.35289 0.01895 1.78875 -0.207 0.665 -0.435 0.422
H -0.16511 0.31006 -0.80223 -0.552 0.346 0.465 0.470
H -0.62201 2.46137 0.60357 0.567 1.073 -0.067 0.384
H 0.50113 -1.53345 -1.71497 0.228 0.682 0.298 0.437
O 0.13320 -0.66278 2.25265 0.277 -0.800 0.258 -1.043
H 1.21544 0.88536 -1.03681 0.127 0.249 0.179 0.368
O 0.69009 0.09739 -1.17591 0.339 -0.188 -0.405 -1.222
O 0.25708 -2.33471 -2.17827 -0.293 -1.057 -0.377 -0.813
H 0.31182 -0.28605 3.11428 -0.003 0.191 0.156 0.371
O -1.07035 1.62338 0.71756 0.315 -1.531 -0.618 -1.217
H 0.87809 -2.39063 -2.90453 0.070 0.028 -0.105 0.303
H -1.77649 1.81117 1.33590 -0.867 0.341 0.650 0.540
```
Forces are in eV/Å.

Properties
2S+1 = 2
Electronic energy = -8319.34853 eV
Energy relative to the best compared isomer or geometry (same formula, charge and spin) = 2.6 kcal/mol
E_LUMO (alpha / beta) = 3.92 / 3.92 eV
Molar mass = 72.06 g/mol
Highest occupied orbital energy (alpha / beta) = 0.4 / -7.4 eV
Charge = -1
Frontier orbital gap (alpha / beta) = 3.5 / 11.3 eV